A cluster of 13 separate species, C84H203N13O24 in total. Source: the Open Molecules 2025 dataset; level of theory: ωB97M-V/def2-TZVPD.

Cartesian coordinates (Å):
C (-0.280, 2.186, 3.337)
C (-0.602, 0.748, 2.793)
C (-1.980, 0.615, 2.107)
C (-1.913, 1.213, 0.663)
C (-0.792, 0.678, -0.175)
C (0.574, 0.727, 0.464)
N (0.340, 0.216, 1.892)
O (1.611, -0.214, 2.495)
C (1.418, -0.211, -0.444)
C (1.036, 2.229, 0.285)
C (-0.660, -0.266, 3.998)
H (-0.658, 2.343, 4.347)
H (-0.606, 2.929, 2.609)
H (0.752, 2.508, 3.470)
H (-2.217, -0.431, 1.913)
H (-2.689, 1.170, 2.722)
H (-1.837, 2.280, 0.871)
H (-2.849, 1.072, 0.122)
H (-0.710, 1.007, -1.210)
H (-1.250, -0.269, -0.461)
H (1.038, -1.228, -0.538)
H (1.558, 0.209, -1.440)
H (2.463, -0.362, -0.172)
H (1.275, 2.512, -0.740)
H (0.407, 3.022, 0.691)
H (1.877, 2.210, 0.979)
H (-0.821, -1.298, 3.684)
H (-1.473, -0.052, 4.692)
H (0.176, -0.130, 4.683)
H (1.481, -1.149, 2.319)
C (-4.479, 5.555, 5.519)
C (-4.212, 5.244, 3.992)
C (-4.348, 3.707, 3.651)
C (-4.522, 3.321, 2.223)
C (-5.773, 3.993, 1.737)
C (-5.644, 5.540, 1.843)
N (-5.131, 6.054, 3.143)
O (-4.973, 7.384, 3.185)
C (-4.909, 6.026, 0.550)
C (-7.134, 6.069, 1.598)
C (-2.744, 5.602, 3.634)
H (-5.558, 5.494, 5.661)
H (-4.062, 6.510, 5.839)
H (-4.202, 4.719, 6.161)
H (-3.458, 3.137, 3.918)
H (-5.036, 3.208, 4.333)
H (-4.657, 2.264, 1.996)
H (-3.718, 3.588, 1.536)
H (-6.613, 3.641, 2.335)
H (-6.057, 3.630, 0.750)
H (-4.888, 7.094, 0.764)
H (-3.853, 5.791, 0.419)
H (-5.317, 5.875, -0.450)
H (-7.911, 5.998, 2.358)
H (-7.060, 7.156, 1.565)
H (-7.504, 5.616, 0.678)
H (-2.271, 4.918, 2.930)
H (-2.045, 5.631, 4.469)
H (-2.640, 6.499, 3.023)
H (-5.636, 7.709, 3.799)
C (-5.186, -3.989, 2.017)
O (-5.107, -3.835, 3.422)
C (-3.786, -3.901, 3.898)
C (-3.804, -4.262, 5.408)
N (-3.912, -2.895, 6.101)
C (-5.159, -2.327, 6.511)
C (-5.878, -3.087, 7.679)
O (-7.218, -3.516, 7.349)
C (-7.974, -4.000, 8.439)
H (-4.819, -4.928, 1.602)
H (-4.568, -3.275, 1.472)
H (-6.246, -3.776, 1.884)
H (-3.117, -3.087, 3.621)
H (-3.085, -4.578, 3.411)
H (-2.815, -4.655, 5.644)
H (-4.582, -5.019, 5.512)
H (-3.342, -2.260, 5.561)
H (-5.960, -2.290, 5.772)
H (-4.922, -1.323, 6.863)
H (-5.750, -2.361, 8.481)
H (-5.248, -3.926, 7.972)
H (-7.394, -4.786, 8.921)
H (-9.006, -4.242, 8.186)
H (-8.107, -3.318, 9.279)
C (0.570, -1.361, -6.960)
O (0.305, 0.066, -6.990)
C (1.440, 0.727, -7.416)
C (1.053, 2.140, -7.483)
N (0.512, 2.619, -6.146)
C (1.553, 2.746, -5.135)
C (2.973, 3.466, -5.467)
O (4.031, 2.662, -4.894)
C (5.331, 3.391, -5.088)
H (1.178, -1.728, -7.787)
H (-0.327, -1.973, -7.057)
H (1.160, -1.582, -6.071)
H (1.597, 0.367, -8.433)
H (2.402, 0.494, -6.961)
H (0.229, 2.334, -8.170)
H (1.866, 2.761, -7.859)
H (-0.081, 1.913, -5.735)
H (1.786, 1.760, -4.734)
H (1.135, 3.226, -4.250)
H (2.909, 4.444, -4.990)
H (3.116, 3.724, -6.516)
H (6.043, 2.658, -5.468)
H (5.835, 3.961, -4.307)
H (5.376, 4.154, -5.865)
C (9.007, 1.543, 4.923)
O (8.416, 0.291, 5.272)
C (8.127, -0.479, 4.106)
C (6.877, -0.034, 3.391)
N (5.753, 0.305, 4.247)
C (4.672, 0.856, 3.442)
C (4.950, 2.288, 2.887)
O (5.251, 2.166, 1.506)
C (5.281, 3.425, 0.914)
H (10.055, 1.488, 5.216)
H (8.736, 2.392, 5.551)
H (8.779, 1.992, 3.956)
H (7.995, -1.527, 4.376)
H (8.907, -0.394, 3.350)
H (6.436, -0.852, 2.822)
H (7.158, 0.694, 2.630)
H (6.023, 0.847, 5.056)
H (3.785, 1.027, 4.052)
H (4.406, 0.166, 2.641)
H (5.740, 2.868, 3.366)
H (4.037, 2.863, 3.043)
H (5.595, 4.274, 1.521)
H (4.273, 3.655, 0.567)
H (5.945, 3.487, 0.052)
C (-2.955, -6.676, 0.896)
O (-1.866, -5.851, 0.969)
C (-0.961, -6.189, 2.019)
C (0.203, -5.110, 2.024)
N (0.959, -5.146, 0.798)
C (1.938, -4.137, 0.792)
C (2.980, -4.155, 1.986)
O (2.836, -3.003, 2.811)
C (3.650, -3.109, 3.958)
H (-2.745, -7.708, 0.615)
H (-3.629, -6.386, 0.090)
H (-3.581, -6.691, 1.788)
H (-0.671, -7.217, 1.804)
H (-1.393, -6.196, 3.020)
H (0.914, -5.356, 2.813)
H (-0.148, -4.086, 2.152)
H (0.297, -5.344, 0.061)
H (1.252, -3.302, 0.649)
H (2.489, -4.155, -0.148)
H (3.993, -4.060, 1.596)
H (2.943, -5.152, 2.426)
H (4.684, -2.862, 3.719)
H (3.567, -4.149, 4.271)
H (3.218, -2.376, 4.641)
C (-1.426, 7.613, -10.145)
O (-1.423, 6.648, -9.138)
C (-1.828, 7.018, -7.811)
C (-2.249, 5.633, -7.242)
N (-2.318, 5.626, -5.835)
C (-1.085, 5.681, -5.127)
C (-1.560, 5.551, -3.644)
O (-1.978, 4.192, -3.606)
C (-1.564, 3.583, -2.344)
H (-2.394, 8.008, -10.454)
H (-1.071, 7.010, -10.981)
H (-0.800, 8.505, -10.124)
H (-2.768, 7.549, -7.655)
H (-1.036, 7.594, -7.332)
H (-1.517, 4.840, -7.397)
H (-3.205, 5.242, -7.589)
H (-2.536, 4.672, -5.587)
H (-0.754, 6.692, -5.365)
H (-0.325, 4.953, -5.410)
H (-2.302, 6.224, -3.214)
H (-0.637, 5.899, -3.180)
H (-0.491, 3.670, -2.171)
H (-1.816, 2.528, -2.445)
H (-1.987, 4.028, -1.444)
C (-0.392, -1.388, -3.518)
O (-1.074, -2.537, -3.037)
C (-1.045, -3.708, -3.902)
C (-1.591, -4.927, -3.267)
N (-0.415, -5.751, -2.832)
C (-0.803, -7.222, -2.786)
C (-0.117, -8.010, -1.611)
O (1.246, -8.487, -1.881)
C (2.231, -7.573, -1.808)
H (0.629, -1.757, -3.612)
H (-0.472, -0.634, -2.735)
H (-0.804, -0.961, -4.432)
H (-0.063, -4.023, -4.252)
H (-1.567, -3.481, -4.832)
H (-2.266, -5.514, -3.890)
H (-2.114, -4.658, -2.350)
H (-0.279, -5.639, -1.837)
H (-0.493, -7.735, -3.696)
H (-1.878, -7.335, -2.646)
H (-0.810, -8.811, -1.356)
H (-0.062, -7.439, -0.683)
H (2.214, -6.744, -2.515)
H (3.104, -8.212, -1.938)
H (2.345, -7.164, -0.804)
C (-5.956, -4.148, -1.191)
O (-5.739, -2.771, -1.187)
C (-4.563, -2.441, -1.961)
C (-4.738, -0.972, -2.265)
N (-5.904, -0.682, -3.162)
C (-6.287, 0.661, -3.483)
C (-6.952, 1.311, -2.275)
O (-7.450, 2.622, -2.487)
C (-8.308, 3.124, -1.463)
H (-6.681, -4.539, -0.477)
H (-4.956, -4.501, -0.939)
H (-6.278, -4.447, -2.189)
H (-4.396, -2.809, -2.974)
H (-3.745, -2.643, -1.270)
H (-3.814, -0.658, -2.749)
H (-4.859, -0.491, -1.294)
H (-6.625, -1.145, -2.628)
H (-6.923, 0.401, -4.329)
H (-5.601, 1.267, -4.075)
H (-6.115, 1.414, -1.584)
H (-7.725, 0.654, -1.876)
H (-7.837, 3.092, -0.480)
H (-9.277, 2.658, -1.284)
H (-8.303, 4.208, -1.570)
C (-0.313, 1.538, -12.086)
O (-0.709, 2.938, -11.945)
C (-0.750, 3.515, -10.664)
C (-2.240, 3.500, -10.007)
N (-2.229, 2.365, -9.092)
C (-3.573, 2.118, -8.555)
C (-3.476, 0.792, -7.835)
O (-2.648, 0.501, -6.703)
C (-2.879, 1.536, -5.618)
H (0.006, 1.293, -13.099)
H (-1.228, 0.945, -12.101)
H (0.469, 1.113, -11.458)
H (-0.470, 4.568, -10.664)
H (-0.041, 2.970, -10.040)
H (-2.884, 3.364, -10.876)
H (-2.615, 4.418, -9.555)
H (-1.970, 1.563, -9.649)
H (-4.345, 2.045, -9.321)
H (-3.749, 3.019, -7.967)
H (-3.374, -0.005, -8.572)
H (-4.506, 0.686, -7.495)
H (-2.667, 1.252, -4.588)
H (-3.884, 1.942, -5.502)
H (-2.210, 2.373, -5.821)
C (-0.380, -3.285, 7.638)
O (0.240, -4.469, 7.259)
C (-0.257, -5.554, 7.863)
C (0.855, -6.689, 7.624)
N (1.178, -6.846, 6.184)
C (2.484, -7.365, 5.989)
C (2.654, -7.902, 4.477)
O (3.574, -7.128, 3.689)
C (3.661, -7.477, 2.295)
H (0.028, -2.986, 8.603)
H (-1.440, -3.257, 7.891)
H (-0.115, -2.479, 6.954)
H (-1.213, -5.704, 7.361)
H (-0.449, -5.353, 8.917)
H (0.582, -7.650, 8.061)
H (1.800, -6.328, 8.028)
H (1.071, -5.957, 5.716)
H (2.877, -8.129, 6.660)
H (3.256, -6.617, 6.172)
H (1.726, -8.136, 3.957)
H (3.276, -8.795, 4.540)
H (4.673, -7.162, 2.042)
H (2.912, -6.937, 1.714)
H (3.630, -8.546, 2.087)
C (4.948, 4.682, 5.889)
O (4.214, 3.403, 5.925)
C (2.992, 3.422, 6.583)
C (2.430, 1.977, 6.497)
N (2.145, 1.470, 7.880)
C (1.271, 0.298, 7.899)
C (1.490, -0.367, 9.208)
O (0.207, -0.833, 9.703)
C (0.211, -1.279, 11.129)
H (5.091, 5.026, 6.913)
H (4.469, 5.445, 5.275)
H (5.946, 4.600, 5.458)
H (2.257, 4.105, 6.158)
H (3.157, 3.742, 7.612)
H (3.124, 1.349, 5.939)
H (1.610, 1.914, 5.781)
H (3.036, 1.099, 8.177)
H (1.368, -0.433, 7.096)
H (0.225, 0.594, 7.818)
H (1.894, 0.188, 10.055)
H (2.022, -1.244, 8.839)
H (-0.842, -1.513, 11.284)
H (0.548, -0.617, 11.926)
H (0.793, -2.196, 11.226)
C (11.888, 2.955, -5.310)
O (10.583, 2.524, -4.943)
C (10.553, 1.797, -3.728)
C (9.065, 1.258, -3.697)
N (8.700, 0.705, -2.409)
C (7.254, 0.350, -2.134)
C (6.428, -0.520, -3.132)
O (6.728, -1.841, -3.275)
C (6.121, -2.316, -4.465)
H (12.593, 2.129, -5.404)
H (11.991, 3.710, -4.530)
H (12.068, 3.474, -6.251)
H (10.764, 2.528, -2.947)
H (11.282, 0.987, -3.730)
H (8.929, 0.644, -4.587)
H (8.375, 2.085, -3.865)
H (9.263, -0.093, -2.152)
H (6.793, 1.331, -2.026)
H (6.982, -0.171, -1.216)
H (6.540, -0.042, -4.106)
H (5.359, -0.372, -2.977)
H (6.051, -3.396, -4.335)
H (6.723, -2.120, -5.352)
H (5.101, -1.939, -4.528)

ΔE to the lowest compared entry with this formula, charge and spin, kJ/mol: 963.2
E_tot, a.u.: -5838.66794
Kohn-Sham gap, eV: 8.50
Spin multiplicity: 1
HOMO energy, eV: -8.008
LUMO energy, eV: 0.489
Maximum force, eV/A: 4.762

Atom charges from the Löwdin analysis, given in e for atoms 1 to 99: C -0.008; C -0.500; C -0.097; C -0.181; C -0.201; C -0.409; N -0.065; O -0.021; C -0.026; C -0.006; C -0.029; H 0.076; H 0.051; H 0.069; H 0.117; H 0.101; H 0.081; H 0.106; H 0.090; H 0.114; H 0.071; H 0.077; H 0.078; H 0.076; H 0.065; H 0.073; H 0.076; H 0.075; H 0.061; H 0.065; C -0.024; C -0.413; C -0.136; C -0.216; C -0.163; C -0.425; N -0.152; O 0.003; C -0.037; C -0.036; C -0.034; H 0.075; H 0.078; H 0.075; H 0.098; H 0.120; H 0.114; H 0.102; H 0.120; H 0.100; H 0.069; H 0.067; H 0.084; H 0.075; H 0.067; H 0.066; H 0.055; H 0.079; H 0.076; H 0.115; C -0.099; O -0.151; C -0.254; C -0.104; N -0.065; C -0.215; C -0.197; O -0.184; C -0.128; H 0.058; H 0.088; H 0.100; H 0.111; H 0.090; H 0.090; H 0.126; H 0.085; H 0.108; H 0.111; H 0.110; H 0.111; H 0.081; H 0.087; H 0.075; C -0.077; O -0.181; C -0.282; C -0.167; N -0.033; C -0.180; C -0.186; O -0.185; C -0.079; H 0.080; H 0.088; H 0.077; H 0.117; H 0.132; H 0.080